{
  "formula": "C3H3NO2S",
  "method": "wB97M-V/def2-TZVPD",
  "elements": ["C", "C", "C", "N", "O", "O", "S", "H", "H", "H"],
  "xyz": [[-0.15955, 0.52023, -2.30598], [-0.31550, 0.45771, -0.06440], [0.50060, -0.67472, -0.60895], [0.56762, -0.61147, -1.88338], [0.35256, 0.83108, -5.86666], [-0.66745, 1.11678, -1.28236], [-0.53763, 1.65086, -5.02933], [-1.21637, 0.13541, 0.46506], [0.23823, 1.15968, 0.56401], [0.97189, -1.45114, -0.03504]],
  "atomic_forces_ev_per_a": [[0.0, 0.1, -1.4], [0.3, -0.5, 0.4], [-0.4, 0.7, 0.0], [0.4, -0.7, 0.2], [0.3, -0.3, -0.3], [-0.5, 0.6, 0.8], [-0.3, 0.3, 0.3], [0.1, 0.0, -0.1], [0.0, -0.1, 0.0], [0.1, -0.2, 0.2]],
  "mulliken_charge": [-0.02, -0.25, 0.01, -0.43, -0.33, -0.19, 0.30, 0.26, 0.26, 0.39],
  "lumo_ha": [-0.0218, -0.0217],
  "e_tot_ev": -19574.82455,
  "orbital_gap_ha": [0.2652, 0.2657],
  "de_lowest_kj_mol": 574.3,
  "multiplicity": 1,
  "fmax_ev_per_a": 1.44,
  "homo_energy_ha": [-0.287, -0.287]
}